1.
3 unconnected molecules or ions with the total composition C19H29FO10P2S in a non-equilibrium geometry. Source: the Open Molecules 2025 dataset; level of theory: wB97M-V/def2-TZVPD.

The SMILES is O=C1C(F)=CC(=O)c2c(CCCS)cccc21.COP(=O)(OC)OC.COP(=O)(OC)OC.

Structure (ORCA input):
```
! wB97M-V def2-TZVPD RIJCOSX def2/J DEFGRID3
* xyz 0 1
O 7.331 -3.464 -1.270
C 6.506 -2.594 -1.308
C 6.826 -1.119 -0.872
F 8.055 -0.545 -1.051
C 5.863 -0.348 -0.318
C 4.458 -0.963 -0.086
O 3.749 -0.730 0.859
C 3.980 -1.955 -1.202
C 2.588 -2.041 -1.622
C 1.462 -1.125 -1.034
C 1.857 0.410 -1.239
C 1.033 1.145 -2.390
S 2.134 1.157 -3.904
C 2.267 -3.023 -2.666
C 3.282 -3.899 -3.257
C 4.662 -3.755 -2.810
C 5.040 -2.800 -1.798
H 6.022 0.712 -0.020
H 1.222 -1.368 0.029
H 0.526 -1.289 -1.629
H 2.937 0.532 -1.520
H 1.756 0.894 -0.232
H 0.047 0.680 -2.620
H 0.941 2.218 -2.081
H 3.428 1.297 -3.445
H 1.225 -3.133 -3.051
H 2.965 -4.627 -4.029
H 5.427 -4.409 -3.277
C -2.488 -4.150 1.721
O -3.040 -2.853 1.517
P -2.138 -1.508 2.039
O -0.949 -1.896 1.185
O -2.004 -2.142 3.556
C -3.183 -2.222 4.361
O -1.312 -0.099 2.526
C -1.841 0.682 3.605
H -2.542 -4.694 0.778
H -1.456 -4.123 2.063
H -3.095 -4.675 2.463
H -3.295 -3.246 4.720
H -4.079 -1.944 3.801
H -3.079 -1.558 5.220
H -1.479 0.286 4.556
H -2.931 0.695 3.587
H -1.479 1.704 3.499
C -4.889 5.880 0.472
O -4.939 4.464 0.615
P -3.479 3.637 0.871
O -3.099 4.385 2.119
O -2.813 4.324 -0.475
C -3.376 4.001 -1.748
O -2.170 2.561 0.999
C -1.866 1.699 -0.103
H -5.629 6.315 1.144
H -3.909 6.295 0.698
H -5.156 6.136 -0.556
H -3.616 4.927 -2.272
H -4.285 3.402 -1.653
H -2.644 3.445 -2.336
H -1.215 2.220 -0.807
H -2.779 1.366 -0.600
H -1.333 0.827 0.276
*
```

---

2.
2 unconnected molecules or ions with the total composition C4H11N2O in a non-equilibrium geometry. Source: the Open Molecules 2025 dataset; level of theory: wB97M-V/def2-TZVPD.

Structure (ORCA input):
```
! wB97M-V def2-TZVPD RIJCOSX def2/J DEFGRID3
* xyz -1 1
C -1.835 0.224 0.944
C -0.619 0.579 1.417
N 0.505 -0.173 1.621
N -2.863 1.263 0.901
H -2.163 -0.722 0.528
H -0.548 1.656 1.616
H 0.968 0.195 2.428
H 0.861 -1.119 0.617
H -3.614 1.053 1.546
H -3.259 1.429 -0.010
C 2.019 -0.953 -0.988
O 1.256 -1.771 -0.165
C 1.157 -0.119 -1.943
H 2.705 -1.571 -1.582
H 2.623 -0.257 -0.380
H 1.738 0.601 -2.534
H 0.430 0.450 -1.363
H 0.639 -0.768 -2.653
*
```

---

3.
C5H11O2P in the gas phase in a non-equilibrium geometry. Source: the Open Molecules 2025 dataset; level of theory: wB97M-V/def2-TZVPD.

Structure (ORCA input):
```
! wB97M-V def2-TZVPD RIJCOSX def2/J DEFGRID3
* xyz 0 1
C -1.595 -0.315 -0.297
C -1.132 0.959 -0.870
C -0.628 -1.384 0.101
C 1.158 0.047 0.367
C 2.289 -0.187 -0.631
O -0.881 -2.104 1.174
O -0.288 1.892 1.431
P 0.316 1.649 -0.029
H -2.322 -0.124 0.634
H -2.276 -0.874 -1.082
H -0.817 0.854 -1.926
H -1.953 1.760 -0.821
H -0.215 -1.954 -0.673
H 1.538 -0.086 1.364
H 3.227 0.038 -0.241
H 2.011 0.420 -1.520
H 2.293 -1.263 -0.941
H -1.146 -1.570 1.959
H 0.421 2.241 1.999
*
```

---

4.
A molecular structure, C3H6IN3 in a non-equilibrium geometry. Source: the Open Molecules 2025 dataset; level of theory: wB97M-V/def2-TZVPD.

Structure (ORCA input):
```
! wB97M-V def2-TZVPD RIJCOSX def2/J DEFGRID3
* xyz 0 1
C 1.695 -1.147 0.808
C 1.394 0.120 0.957
C 0.067 0.437 0.454
N -0.345 1.672 0.397
N -2.382 1.333 -1.250
N -1.207 2.308 -0.301
I -2.342 3.383 1.058
H 2.567 -1.725 0.972
H 0.730 -1.747 0.600
H 1.957 0.914 1.433
H -0.665 -0.358 0.130
H -2.308 1.951 -2.049
H -1.859 0.432 -1.555
*
```

---

5.
2 unconnected molecules or ions with the total composition C4H10O3 in a non-equilibrium geometry. Source: the Open Molecules 2025 dataset; level of theory: wB97M-V/def2-TZVPD.

The SMILES is C[C@@H](O)CC=O.O.

Structure (ORCA input):
```
! wB97M-V def2-TZVPD RIJCOSX def2/J DEFGRID3
* xyz 0 1
O -0.462 0.431 -3.868
C -0.173 -0.347 -2.919
C 0.947 -0.174 -1.858
C 0.501 0.732 -0.656
C -0.399 1.851 -1.151
O -0.278 -0.024 0.352
H -1.043 -0.818 -2.333
H 1.909 0.250 -2.261
H 1.087 -1.177 -1.467
H 1.302 1.168 -0.115
H -1.377 1.468 -1.440
H 0.142 2.216 -2.064
H -0.482 2.628 -0.385
H 0.277 -0.794 0.674
H -0.841 -1.734 6.458
H -0.496 -3.141 6.882
O -0.613 -2.535 6.151
*
```

---

6.
2 unconnected molecules or ions with the total composition C4H15N2O in a non-equilibrium geometry. Source: the Open Molecules 2025 dataset; level of theory: wB97M-V/def2-TZVPD.

Structure (ORCA input):
```
! wB97M-V def2-TZVPD RIJCOSX def2/J DEFGRID3
* xyz 1 1
C -1.133 0.966 -0.163
N -0.246 2.122 -0.404
C -0.545 -0.284 -0.813
N 0.456 -0.936 0.137
C 1.754 -1.359 -0.475
C -1.590 -1.340 -1.199
H -2.147 1.103 -0.493
H -1.143 0.760 0.906
H -0.754 2.810 -0.945
H -0.033 2.564 0.481
H 0.045 -0.102 -1.701
H 0.038 -1.748 0.587
H 0.688 -0.303 0.942
H 2.499 -0.618 -0.196
H 1.669 -1.437 -1.547
H 2.164 -2.245 0.011
H -1.566 -1.757 -2.191
H -2.629 -1.055 -1.018
H -1.586 -2.212 -0.533
H 0.345 0.822 3.017
H 1.854 1.021 2.673
O 1.013 0.678 2.339
*
```

---

no.,orbital gap (eV),LUMO energy (eV)
1,5.96,-2.95
2,6.81,4.33
3,8.06,0.75
4,7.54,-0.64
5,10.19,0.36
6,10.49,-2.94